No. 1
A 4-piece molecular cluster, C5H10O3 overall. Source: the Open Molecules 2025 dataset; level of theory: the ωB97M-V functional and the def2-TZVPD basis.

The geometry in XYZ format:
```
18
Properties=species:S:1:pos:R:3:forces:R:3:nbo_charge:R:1
C -1.085 -0.557 -2.555 1.08 1.46 -2.00 -0.16
C -0.629 -0.856 -0.289 5.79 3.56 -0.05 0.34
C 0.378 -1.389 0.709 1.41 -6.18 2.19 -0.13
C 0.899 0.779 0.744 -2.98 -0.50 0.89 0.34
C 0.686 1.880 1.777 -0.38 -0.36 0.75 -0.65
H -1.353 -1.713 -3.645 0.36 3.47 2.75 0.21
H 0.145 0.626 -2.970 -3.41 -1.88 -0.13 0.14
H -2.467 0.286 -1.471 2.19 -1.58 -2.33 0.10
H -1.612 -1.117 -0.277 -2.82 -0.60 0.77 0.20
H -0.281 -2.046 1.412 1.33 0.82 -0.99 0.20
H 1.376 -2.133 0.461 -3.18 1.91 -0.40 0.21
H 1.684 0.983 -0.029 -0.48 -0.76 0.59 0.18
H 1.564 1.801 2.500 -1.36 -0.27 -0.50 0.23
H 0.895 2.918 1.342 -1.40 -1.26 0.55 0.23
H -0.427 1.482 2.295 3.45 2.11 -1.37 0.26
O -0.252 -1.065 -1.677 -0.29 -1.37 2.24 -0.62
O 0.918 -0.401 1.533 1.24 0.57 -1.05 -0.52
O -0.439 0.522 0.140 -0.56 0.87 -1.91 -0.55
```
Positions in Å, forces in eV/Å.

Its HOMO energy is -9.067 eV. As for the HOMO-LUMO gap: 8.149 eV.

No. 2
C30H73N3 as an isolated structure. Source: the Open Molecules 2025 dataset; level of theory: the ωB97M-V functional and the def2-TZVPD basis.

The geometry in XYZ format:
```
106
Properties=species:S:1:pos:R:3:forces:R:3:lowdin_charge:R:1
C 152.552 115.083 79.575 1.91 -3.93 -4.13 -0.06
C 151.571 114.637 78.365 4.70 1.28 0.18 -0.21
N 151.891 113.281 77.793 -0.54 0.71 -0.79 -0.12
C 152.060 112.106 78.695 -4.72 5.11 -0.34 -0.24
C 150.872 111.793 79.539 0.17 -0.55 -0.20 -0.07
C 150.953 112.938 76.701 -0.15 -0.91 -0.79 -0.25
C 150.868 113.962 75.547 -3.79 -1.52 3.12 -0.07
H 152.521 116.006 79.966 -1.29 3.70 0.92 0.00
H 153.593 115.151 79.023 -1.43 -1.09 1.78 0.12
H 152.369 114.409 80.410 0.93 -0.39 -0.04 0.05
H 151.678 115.531 77.679 0.16 -1.63 -0.21 0.13
H 150.706 114.871 78.811 -4.42 -0.46 1.27 0.04
H 152.739 112.316 79.362 4.44 1.09 3.08 0.06
H 152.257 111.313 78.184 1.78 -4.56 -3.66 0.06
H 150.699 112.666 80.092 0.10 1.00 1.99 0.02
H 151.227 110.888 80.127 -1.66 0.93 -0.44 0.12
H 149.973 111.886 78.940 -0.45 -1.69 -0.16 0.06
H 149.929 112.877 77.056 -0.50 0.00 0.45 0.08
H 151.089 111.886 76.304 0.67 1.09 0.54 0.13
H 150.256 114.738 76.015 -0.22 0.28 -0.80 0.07
H 150.431 113.578 74.658 -0.64 -0.42 -0.56 0.07
H 151.724 114.379 75.334 4.86 2.01 -1.17 0.01
C 146.607 114.192 78.137 -3.16 1.10 1.57 -0.06
C 146.677 113.422 79.531 -2.23 0.63 -3.19 -0.25
N 145.466 112.630 79.672 -1.65 -0.22 0.35 -0.14
C 145.583 111.583 80.734 -2.94 8.61 1.43 -0.15
C 145.543 112.154 82.177 7.63 -1.05 -3.02 -0.02
C 144.148 113.339 79.664 0.11 0.37 0.32 -0.24
C 142.879 112.568 79.360 3.89 -3.83 -0.53 -0.07
H 146.260 113.540 77.264 0.25 0.99 1.45 0.09
H 147.525 114.618 77.925 2.13 0.65 -0.60 -0.01
H 145.906 115.243 78.287 1.60 -3.21 -0.62 0.13
H 147.129 114.001 80.286 -0.93 1.94 1.54 0.05
H 147.421 112.718 79.576 2.11 -2.29 -1.08 0.07
H 146.477 111.280 80.687 6.72 -3.09 -0.93 0.04
H 144.899 110.905 80.597 -3.69 -3.91 -0.74 0.06
H 146.343 112.989 82.415 -0.69 -1.47 -1.23 0.11
H 145.900 111.395 82.795 0.06 -1.45 1.46 0.06
H 144.831 112.642 82.537 -7.19 3.26 2.68 -0.03
H 144.105 114.264 79.127 0.84 0.17 -1.26 0.09
H 143.933 113.761 80.596 0.11 0.58 2.37 0.08
H 142.649 111.881 80.151 -0.27 -0.25 0.75 0.06
H 143.137 111.873 78.541 -0.18 0.15 -0.07 0.09
H 142.023 113.007 79.065 -2.57 2.38 -0.75 0.03
C 143.908 116.907 83.846 6.81 -2.40 2.97 -0.08
C 144.995 117.584 82.992 -0.10 -0.83 0.00 -0.20
N 145.123 119.035 83.333 1.72 -2.50 0.49 -0.16
C 146.455 119.571 83.113 -1.38 -1.47 -2.80 -0.12
C 146.864 119.632 81.570 -12.85 9.93 -1.09 -0.22
C 144.014 119.743 82.904 -2.10 2.98 1.29 -0.23
C 143.763 121.065 83.764 9.17 -6.75 2.97 -0.02
H 143.001 116.875 83.559 -6.77 1.61 -1.84 -0.02
H 144.142 117.093 84.910 -0.85 0.67 -0.42 0.09
H 143.929 115.769 83.922 1.27 0.76 -0.69 0.09
H 144.763 117.429 81.929 -0.10 0.30 -0.10 0.11
H 145.909 116.949 83.126 -0.25 1.21 0.23 0.11
H 147.185 118.896 83.506 0.22 -0.76 1.21 0.10
H 146.706 120.498 83.517 -0.33 1.79 0.82 0.11
H 147.072 118.667 81.087 -8.51 2.45 -3.56 0.04
H 147.716 120.177 81.485 1.99 2.05 0.13 0.07
H 146.213 120.426 81.122 -1.41 0.44 0.13 0.11
H 143.081 119.359 83.230 -0.56 -2.10 0.33 0.09
H 143.767 119.883 81.818 1.08 0.33 0.38 0.14
H 142.942 121.298 83.538 -12.17 3.69 -2.66 -0.05
H 144.357 121.763 83.482 4.01 4.85 -2.48 0.00
H 143.972 121.132 84.833 -0.47 -1.37 0.17 0.11
C 151.164 121.238 82.221 3.60 4.70 -0.89 -0.17
C 150.450 121.202 83.503 3.39 1.11 2.14 -0.28
C 150.503 119.823 84.137 -1.16 -1.73 -0.09 -0.17
C 149.586 119.665 85.396 3.91 -8.48 -4.57 -0.16
C 149.802 118.377 86.245 -3.48 0.26 -1.57 -0.16
C 149.268 117.039 85.626 2.85 2.67 0.80 -0.05
H 151.123 122.265 81.672 -1.04 -1.44 0.77 0.11
H 151.081 120.528 81.469 -0.47 -1.77 -0.95 0.04
H 152.229 121.442 82.455 0.06 -1.28 -0.23 0.07
H 149.527 121.501 83.235 -3.73 1.08 0.18 0.05
H 151.033 122.141 84.199 -2.13 -2.94 -1.62 0.20
H 151.491 119.654 84.463 1.51 -0.18 0.41 0.09
H 150.350 118.942 83.372 -0.08 1.85 1.17 0.13
H 148.684 119.701 85.093 -6.70 0.47 -2.04 0.03
H 149.788 120.380 85.922 2.02 8.12 6.09 0.02
H 149.248 118.457 87.169 -0.32 0.49 0.37 0.10
H 150.761 118.543 86.508 3.69 -0.98 0.94 0.06
H 149.239 116.315 86.367 -0.59 -1.46 1.30 0.06
H 149.889 116.694 84.865 1.39 -0.66 -1.10 0.03
H 148.395 117.265 85.138 -2.63 0.23 -0.65 0.04
C 150.063 112.623 83.209 -0.07 -3.30 1.20 -0.11
C 149.478 113.999 83.535 -8.66 -6.83 -13.68 -0.16
C 149.243 114.780 82.102 -6.91 -0.98 4.96 -0.11
C 148.826 116.213 82.425 0.07 -2.07 -4.19 -0.18
C 148.472 117.004 81.196 -2.68 -0.68 -0.76 -0.14
C 148.213 118.466 81.426 10.97 -12.46 4.22 -0.28
H 151.159 112.585 83.055 -0.39 0.61 0.05 0.06
H 149.657 112.158 82.277 0.00 0.30 0.82 0.05
H 149.950 111.773 84.108 -0.08 2.27 -2.19 0.12
H 150.054 114.312 84.086 9.68 7.21 10.45 -0.04
H 148.470 113.944 83.676 -2.47 -0.51 2.33 0.08
H 148.625 114.096 81.434 0.31 1.25 1.09 0.12
H 150.105 114.727 81.795 9.08 0.16 -4.23 -0.01
H 149.521 116.596 83.058 2.37 1.57 1.19 0.06
H 147.978 116.217 82.948 -3.50 -0.39 2.61 0.05
H 147.487 116.592 80.714 1.02 0.19 1.09 0.15
H 149.094 116.759 80.395 1.71 0.16 -1.37 0.09
H 148.284 119.029 80.671 1.08 2.22 -6.77 0.06
H 149.040 118.814 81.811 5.34 1.51 3.17 0.06
H 147.414 118.692 82.091 4.74 -5.26 4.12 -0.02
```
Positions in Å, forces in eV/Å.

Its HOMO energy is -6.794 eV. As for the HOMO-LUMO gap: 7.474 eV.

No. 3
C4H6N2O2 as an isolated structure. Source: the Open Molecules 2025 dataset; level of theory: the ωB97M-V functional and the def2-TZVPD basis.

The geometry in XYZ format:
```
14
Properties=species:S:1:pos:R:3:forces:R:3:nbo_charge:R:1
C 1.587 -0.861 -0.628 -0.10 -0.51 0.18 -0.40
N 0.268 -0.687 -0.042 -2.69 -0.08 0.67 -0.45
C -0.647 0.252 -0.530 -0.54 1.68 0.54 0.27
C -1.046 1.006 0.543 0.78 1.29 -2.85 0.29
C 0.056 -0.437 1.326 4.58 0.01 1.83 0.28
O -1.028 0.338 -1.826 0.36 -0.34 -0.66 -0.66
O -2.085 1.857 0.600 -0.06 0.74 0.07 -0.66
N -0.241 0.793 1.671 -3.17 -3.38 -0.19 -0.46
H -0.658 -0.419 -2.311 -0.40 0.32 0.26 0.48
H -2.130 2.182 1.510 -0.03 -0.03 -0.14 0.49
H 0.166 -1.254 2.026 1.15 0.13 0.26 0.19
H 2.137 -1.600 -0.051 0.03 -0.02 -0.02 0.22
H 1.473 -1.244 -1.644 0.09 0.07 0.05 0.20
H 2.148 0.073 -0.643 0.01 0.13 0.01 0.20
```
Positions in Å, forces in eV/Å.

Its HOMO energy is -7.041 eV. As for the HOMO-LUMO gap: 7.593 eV.

No. 4
One molecule with the formula C27H34N2O6. Source: the Open Molecules 2025 dataset; level of theory: the ωB97M-V functional and the def2-TZVPD basis.

The geometry in XYZ format:
```
69
Properties=species:S:1:pos:R:3:forces:R:3:nbo_charge:R:1
C 0.558 -6.660 -2.656 -0.14 -0.10 -0.15 -0.25
O 1.464 -6.101 -1.738 0.20 0.35 0.29 -0.52
C 1.280 -4.802 -1.336 0.04 -0.15 -0.02 0.28
C 0.256 -3.997 -1.817 0.04 -0.14 -0.05 -0.28
C 0.100 -2.686 -1.404 0.09 0.09 0.14 -0.24
C 0.975 -2.141 -0.480 -0.01 -0.12 -0.03 -0.04
C 0.873 -0.703 -0.013 0.53 0.01 0.05 -0.05
C 1.911 0.154 -0.752 -0.15 -0.01 -0.03 -0.32
C 1.998 1.528 -0.108 -0.04 -0.41 0.30 0.83
O 1.636 1.776 1.018 0.08 -0.01 0.03 -0.62
O 2.552 2.416 -0.923 0.10 -0.04 -0.42 -0.50
C 2.709 3.757 -0.459 0.00 0.52 0.20 -0.16
C 1.400 4.564 -0.628 0.70 -0.54 0.21 0.65
O 1.264 5.345 -1.545 -0.04 0.28 -0.39 -0.62
N 0.499 4.296 0.325 -0.41 -0.12 0.49 -0.63
C -0.853 4.861 0.400 -0.19 0.25 -0.16 0.12
C -1.471 4.349 1.699 0.15 0.06 -0.21 -0.61
C -1.666 4.400 -0.812 0.15 0.05 0.13 -0.63
C -0.763 6.389 0.427 0.02 -0.16 -0.06 -0.62
C 1.534 0.227 -2.227 0.10 0.10 0.00 -0.40
C 0.161 0.868 -2.355 0.03 -0.09 -0.08 -0.52
C -0.882 0.458 -1.327 -0.05 0.22 -0.52 0.69
O -2.050 0.736 -1.527 -0.10 0.03 -0.11 -0.62
N -0.460 -0.148 -0.181 0.12 -0.04 0.25 -0.48
C -1.374 -0.387 0.877 -0.34 -0.12 0.29 0.23
C -1.314 -1.561 1.619 0.10 0.10 -0.20 -0.26
C -2.178 -1.764 2.679 -0.12 0.10 0.11 -0.20
C -3.123 -0.812 3.030 0.06 -0.10 0.01 -0.03
C -4.070 -1.032 4.171 -0.03 0.01 -0.05 -0.62
C -3.180 0.358 2.282 0.13 -0.08 -0.03 -0.20
C -2.321 0.573 1.224 -0.04 0.07 0.00 -0.21
C 1.996 -2.939 0.012 -0.13 -0.16 -0.18 -0.25
C 2.173 -4.258 -0.391 0.02 0.12 0.06 0.26
O 3.236 -4.872 0.199 -0.20 0.33 -0.11 -0.50
C 3.506 -6.241 0.000 0.21 -0.49 0.01 -0.24
H 0.894 -7.685 -2.805 -0.07 0.06 -0.03 0.20
H -0.464 -6.669 -2.262 0.03 0.02 -0.03 0.18
H 0.576 -6.132 -3.615 -0.02 -0.01 0.04 0.18
H -0.444 -4.392 -2.535 -0.04 -0.10 -0.07 0.22
H -0.718 -2.104 -1.800 -0.12 0.04 -0.02 0.22
H 1.100 -0.658 1.060 -0.07 0.00 -0.22 0.25
H 2.894 -0.316 -0.638 -0.06 0.03 0.03 0.25
H 3.024 3.754 0.589 0.02 -0.04 -0.15 0.20
H 3.477 4.198 -1.096 -0.19 -0.03 0.11 0.22
H 0.714 3.567 0.994 0.16 0.08 -0.17 0.43
H -2.499 4.692 1.782 -0.11 0.03 0.00 0.22
H -0.914 4.719 2.557 0.05 0.04 0.12 0.21
H -1.467 3.262 1.727 -0.02 -0.14 0.03 0.22
H -2.670 4.814 -0.769 -0.15 0.05 0.00 0.21
H -1.742 3.315 -0.845 -0.04 -0.14 0.00 0.22
H -1.189 4.744 -1.726 0.01 0.02 -0.10 0.23
H -0.164 6.718 1.274 0.04 0.04 0.11 0.21
H -0.302 6.751 -0.487 -0.01 0.07 -0.03 0.24
H -1.758 6.816 0.514 -0.15 0.06 0.04 0.21
H 2.269 0.808 -2.784 -0.03 -0.09 -0.01 0.23
H 1.521 -0.787 -2.630 0.06 0.07 0.01 0.22
H 0.247 1.956 -2.257 -0.06 0.00 -0.01 0.24
H -0.270 0.682 -3.341 -0.06 0.06 0.11 0.25
H -0.602 -2.332 1.367 0.05 -0.05 0.00 0.22
H -2.113 -2.686 3.240 0.00 -0.08 0.07 0.21
H -4.078 -0.168 4.834 -0.04 0.01 0.09 0.22
H -3.792 -1.912 4.744 -0.02 -0.04 0.08 0.21
H -5.084 -1.171 3.795 -0.09 -0.03 0.06 0.22
H -3.907 1.116 2.534 -0.08 0.10 0.02 0.21
H -2.398 1.482 0.652 0.02 0.04 -0.04 0.23
H 2.691 -2.554 0.743 0.12 0.04 0.14 0.22
H 2.665 -6.868 0.305 0.07 0.04 -0.02 0.18
H 3.759 -6.458 -1.040 -0.02 0.00 0.11 0.18
H 4.366 -6.454 0.635 -0.06 -0.01 -0.05 0.19
```
Positions in Å, forces in eV/Å.

As for the structure (SMILES): COc1ccc([C@H]2[C@H](C(=O)OCC(=O)NC(C)(C)C)CCC(=O)N2c2ccc(C)cc2)cc1OC. Its HOMO energy is -8.293 eV. As for the HOMO-LUMO gap: 8.867 eV.

Listing relative energy (zero: lowest compared OMol25 entry of this formula, charge and spin) for the structures above in their given order: 285.0; 438.1; 82.5; 0.0 kcal/mol.
Listing largest force on an atom for the structures above in their given order: 6.80; 17.57; 4.93; 0.91 eV/Å.